(1)
59
Properties=species:S:1:pos:R:3:forces:R:3:nbo_charge:R:1 method="wB97M-V/def2-TZVPD" charge=+1 homo_lumo_gap_ev=8.5 e_homo_ev=-11.80
Br 5.60450 2.26055 1.89962 0.00 -0.06 0.14 0.02
O 4.29153 2.37104 -0.49025 -0.01 -0.05 0.08 -0.47
O 1.12845 -3.52943 -0.72040 -0.01 -0.03 -0.25 -0.69
O 0.73412 3.64344 0.99414 -0.06 -0.02 -0.04 -0.70
O 2.46434 1.59748 2.10135 0.33 -0.24 0.40 -0.50
O -3.82588 -1.63450 -1.06348 0.39 0.12 0.18 -0.71
O 1.32355 0.97489 3.90630 -0.06 0.14 -0.05 -0.48
N 2.12498 -4.12848 -2.63146 0.02 0.03 -0.09 -0.59
N -1.32702 -0.92033 0.17775 0.15 -0.17 -0.09 -0.43
N 1.75364 5.13469 -0.32902 0.04 -0.01 0.04 -0.60
N -5.13539 -0.90270 0.61779 0.04 -0.02 -0.11 -0.59
C -6.16778 -2.01608 -1.29784 0.07 -0.01 -0.06 -0.72
C 1.44855 0.95667 2.72277 -0.15 0.18 0.01 0.79
C 2.73910 6.13826 -0.69371 -0.13 -0.08 -0.10 -0.41
C 1.62804 4.47364 0.84037 0.01 0.12 -0.02 0.70
C -0.24529 -3.54027 -2.69412 0.01 0.02 0.09 -0.72
C 1.04758 -3.72761 -1.93528 0.05 -0.07 0.11 0.69
C 0.55790 -1.08002 1.58479 -0.09 -0.10 0.01 -0.01
C 0.43985 0.28950 1.82460 0.25 -0.36 -0.14 -0.05
C 3.15725 0.94634 1.04659 -0.12 0.05 -0.11 -0.18
C -0.59458 1.03251 1.25495 0.09 -0.08 0.14 -0.19
C 1.61947 -1.95846 2.17715 0.19 0.13 0.01 -0.65
C 4.24853 1.89154 0.59134 0.08 0.24 -0.35 0.50
C -4.95065 -1.50368 -0.57501 -0.18 -0.07 -0.03 0.70
C 2.22752 -4.41353 -4.05398 0.12 -0.01 0.15 -0.42
C -6.38815 -0.67213 1.32167 0.15 0.04 0.06 -0.42
C -0.36539 -1.66323 0.73077 -0.24 0.36 0.22 0.10
C 2.61307 4.79892 1.93511 -0.09 -0.05 0.06 -0.73
C -1.47240 0.38834 0.42604 -0.03 0.31 -0.03 0.05
H 2.38040 4.19432 2.80570 -0.02 -0.02 -0.02 0.25
H 2.53241 -5.44795 -4.20907 -0.04 -0.01 -0.04 0.21
H -6.54116 0.39472 1.48174 -0.04 0.00 -0.02 0.21
H 3.41816 6.31891 0.13150 0.02 0.00 0.02 0.22
H 2.24716 7.07642 -0.95096 0.03 0.03 0.03 0.21
H -5.84726 -2.46718 -2.23097 0.03 0.01 0.00 0.25
H -0.13570 -2.78030 -3.46783 -0.02 -0.03 -0.05 0.24
H 2.96750 -3.76124 -4.51687 -0.03 0.01 -0.04 0.21
H -6.85926 -1.20253 -1.51671 -0.04 -0.02 0.03 0.24
H -1.02607 -3.23109 -2.00516 0.01 -0.01 0.03 0.23
H 2.26507 -2.33732 1.38512 -0.01 -0.08 -0.03 0.26
H -4.28834 -0.58612 1.06181 -0.02 0.00 0.06 0.39
H 2.54725 5.85234 2.20776 0.06 0.02 -0.02 0.24
H 2.52976 0.77086 0.17248 -0.14 -0.04 0.04 0.21
H -2.27981 0.90982 -0.06473 -0.09 -0.16 -0.11 0.24
H 3.63430 4.58381 1.61908 0.01 0.08 0.01 0.23
H -0.55725 -4.47338 -3.16208 0.00 0.01 -0.06 0.24
H 2.22696 -1.43352 2.91005 -0.01 0.04 0.05 0.23
H -1.99408 -1.36381 -0.45974 -0.49 0.03 0.06 0.48
H 2.95388 -4.24262 -2.06803 0.01 -0.03 0.00 0.41
H -0.69200 2.09099 1.44233 0.10 0.04 -0.05 0.30
H 1.06336 4.87911 -1.01762 0.00 0.01 -0.02 0.40
H -6.37411 -1.17018 2.29064 -0.04 -0.03 -0.01 0.21
H -0.32979 -2.70690 0.47040 0.02 -0.09 -0.08 0.28
H 1.27294 -4.25687 -4.54308 -0.02 0.00 -0.01 0.21
H 1.17683 -2.81717 2.67626 -0.05 -0.05 -0.01 0.25
H -7.22036 -1.05863 0.74541 -0.01 -0.01 -0.01 0.22
H 3.61505 0.02047 1.39788 0.00 -0.05 -0.01 0.22
H 3.31959 5.80422 -1.55380 0.05 0.00 0.03 0.21
H -6.68489 -2.76655 -0.70010 -0.05 0.03 0.01 0.24



(2)
69
Properties=species:S:1:pos:R:3:forces:R:3:nbo_charge:R:1 method="wB97M-V/def2-TZVPD" homo_lumo_gap_ev=9.7 de_lowest_ev=0.6135 e_homo_ev=-9.50 smiles=FC(F)C(F)(F)COC(F)(F)C(F)F.C1CCOC1.C1CCOC1.ClCCl.ClCCl.ClCCl.ClCCl.ClCCl
Cl 3.72703 8.34065 1.17400 0.48 0.13 -0.61 -0.02
Cl 4.74261 4.64482 -4.24314 -0.07 1.08 -1.58 -0.04
Cl 3.12053 6.37850 3.19305 -0.46 0.11 -0.26 -0.05
Cl 7.90676 5.18515 1.65264 -0.02 -0.31 0.61 -0.03
Cl -0.92167 -1.96583 5.14468 -0.33 -0.37 -0.38 -0.01
Cl -2.41508 -4.36088 -6.73675 -0.71 -0.65 -0.87 0.01
Cl 1.99028 -2.47310 5.00667 0.62 -0.85 -0.26 0.02
Cl 3.55252 5.19983 -7.04309 0.72 0.36 1.24 -0.03
Cl 9.31990 2.82463 2.62536 0.68 -0.54 -0.16 0.00
Cl -2.74204 -2.08576 -4.89418 0.70 -0.77 -0.26 -0.07
F -1.57566 -8.19586 4.91958 -0.18 0.61 2.33 -0.31
F -3.80311 -8.50327 3.27776 -0.98 -0.75 1.76 -0.32
F 1.73706 -6.49486 -1.16052 1.18 0.46 0.11 -0.31
F 0.26939 -5.35705 1.04569 0.68 -1.71 0.37 -0.33
F -1.31948 -9.62287 3.41602 0.37 -2.22 -0.99 -0.30
F -2.93447 -6.50866 3.11010 0.42 0.57 1.12 -0.33
F 0.96344 -8.49680 -0.64640 0.29 1.43 0.84 -0.34
F 2.00545 -6.70578 1.51755 -0.83 0.50 0.24 -0.32
O 1.23994 2.07804 1.29008 -2.15 2.32 0.63 -0.54
O -0.10153 -7.59258 1.67532 0.92 1.98 1.32 -0.52
O -4.00091 4.67854 -2.57036 0.42 0.48 0.83 -0.54
C -0.17330 0.82920 -0.13441 0.30 -0.83 -0.71 -0.43
C -1.59212 -3.17809 -5.81486 0.27 1.12 0.81 -0.40
C -6.21414 4.94609 -1.94079 -1.40 -0.75 -0.65 -0.42
C -0.10052 2.08296 0.67734 0.63 -0.36 -0.38 -0.08
C -4.72852 3.91150 -3.55294 0.41 0.62 0.54 -0.06
C -4.80626 5.01211 -1.40850 -0.57 -0.47 -1.18 -0.07
C 0.71068 -1.44374 5.47623 -0.42 2.35 1.17 -0.45
C -0.17508 -7.50214 3.16894 -0.61 -1.28 -0.30 -0.14
C 0.80087 -7.11897 -0.47136 -1.86 -1.27 -0.65 0.51
C -1.45051 -8.35131 3.62714 0.85 3.41 -1.94 0.62
C 8.12500 4.01851 2.99786 -0.81 0.36 0.34 -0.41
C -2.71155 -7.82449 2.93002 -0.92 -0.05 -2.65 0.50
C 4.50517 5.82808 -5.63128 -0.20 0.64 0.28 -0.38
C 0.73891 -6.66770 1.02412 -0.28 -1.37 -0.27 0.85
C 1.28200 0.62981 -0.49983 1.39 0.00 0.39 -0.42
C -6.17477 3.88970 -3.09614 0.36 0.12 0.90 -0.43
C 1.96541 1.00953 0.82751 -0.36 -1.57 -0.39 -0.06
C 2.49428 7.22538 1.73477 0.38 0.14 0.76 -0.39
H -0.13865 -6.89854 -0.97812 -0.31 0.10 0.39 0.14
H -6.90713 4.58659 -1.18011 -0.07 0.15 0.09 0.21
H 0.67648 -7.95745 3.67453 0.23 -0.45 -0.58 0.21
H 1.50276 1.37554 -1.26353 0.35 -0.05 -0.13 0.20
H 8.39546 4.52546 3.92412 0.18 0.25 -0.40 0.22
H -0.93773 -3.75361 -5.16015 -0.17 0.64 0.35 0.22
H 7.19370 3.48903 3.19893 -0.03 0.24 -0.40 0.22
H -0.19610 -6.51372 3.62794 -0.57 0.35 -0.79 0.22
H 0.72405 -1.18274 6.53444 0.28 -0.83 0.18 0.22
H -0.96170 2.04853 1.34462 0.54 0.66 0.67 0.19
H -1.02763 -2.48227 -6.43558 -0.09 -0.34 -0.03 0.22
H -4.60014 5.98464 -0.96151 0.56 0.12 -0.56 0.19
H -4.28854 2.91570 -3.60666 -0.01 -0.08 0.00 0.17
H 3.03667 1.19935 0.89451 -0.03 0.37 -0.61 0.19
H -6.64691 5.86192 -2.34337 0.47 0.30 0.18 0.21
H 1.64746 -0.34554 -0.82113 -0.48 -0.08 -0.20 0.22
H 1.69566 7.91505 2.00797 -0.30 -0.82 0.05 0.23
H 0.87386 -0.44714 5.06603 -0.15 -0.30 -0.74 0.22
H -6.86858 4.11267 -3.90670 -0.08 -0.18 0.22 0.22
H -6.34678 2.90889 -2.65281 -0.46 -0.03 -0.24 0.20
H 4.07231 6.74376 -5.22846 -1.16 -0.66 0.27 0.22
H -0.59008 0.01715 0.46139 -0.03 -0.20 -0.30 0.20
H 5.39816 6.33891 -5.99145 0.71 -1.42 -0.20 0.22
H -0.71733 1.02520 -1.05838 -0.49 -0.39 0.23 0.22
H -4.71104 4.29531 -0.59288 0.38 -0.40 -0.11 0.16
H -2.81226 -7.92552 1.84939 1.59 -0.28 -0.31 0.15
H 2.26746 6.45181 1.00112 -0.08 0.42 0.06 0.23
H -4.58717 4.39385 -4.52013 0.01 0.10 0.00 0.18
H -0.20197 2.87602 -0.06351 0.23 0.69 0.61 0.17
H 1.79907 0.17765 1.51192 0.08 -0.55 0.19 0.14



(3)
74
Properties=species:S:1:pos:R:3:forces:R:3:mulliken_spin:R:1 method="wB97M-V/def2-TZVPD" multiplicity=2 charge=+1 homo_lumo_gap_ev="5.9 / 2.1" e_homo_ev="-11.24 / -11.24"
Cl 1.08741 0.20272 4.38812 1.01 0.55 0.15 0.00
Cl -3.12379 -2.63196 0.75951 -0.54 -0.18 -0.14 0.00
Cl -0.23889 2.59649 3.85970 0.05 0.69 0.32 0.00
Cl 4.63874 -1.87999 1.79733 0.30 -0.26 0.10 0.00
Cl 5.66225 2.96428 1.40248 0.06 0.22 -0.57 0.00
Cl -5.77409 3.12671 1.45831 0.30 -0.38 -0.35 0.00
Cl 0.54283 2.19837 -6.21847 -0.02 -0.20 0.41 0.00
Cl -4.67809 -2.62055 -1.71009 -0.02 -0.51 0.56 0.00
Cl 6.84721 4.02596 3.72992 0.15 0.24 0.07 0.00
Cl 5.14494 5.78103 2.13953 1.25 -0.97 -0.49 0.00
Cl 1.80052 1.19429 -3.80646 0.96 -1.60 0.66 0.00
Cl 2.32020 3.88828 -4.75297 0.30 -0.05 0.24 0.00
Cl -4.25462 1.47169 3.20931 0.30 -0.08 0.05 0.00
Cl -3.55074 -5.15368 -0.58315 -0.36 0.57 -0.24 0.00
Cl -2.93845 2.76632 0.94876 0.11 0.14 0.00 0.00
Cl 5.15924 -4.74240 1.41404 -0.42 0.00 -0.61 0.00
Cl 6.55742 -3.46293 3.46784 -0.24 0.62 0.46 0.00
Cl 2.19694 2.75551 5.63337 -0.76 -0.80 -1.12 0.00
O -4.68393 1.48760 -4.20995 -3.26 0.13 -1.67 0.00
O 3.54638 -4.40523 -3.47188 -0.31 0.89 -0.30 0.83
O -0.21227 0.92471 0.96276 0.63 1.13 -0.70 0.00
O -2.50387 1.77703 -4.61108 -0.11 -0.26 0.10 0.00
O 1.01482 -0.70343 0.07807 0.53 -1.67 -1.18 0.00
O -3.13030 -1.31522 3.78273 0.62 -1.47 0.98 0.00
O -3.40054 1.17595 -2.69594 1.27 -2.01 6.14 0.00
O 1.84612 1.40867 0.30126 -0.49 -0.44 -1.26 0.00
C 3.19422 -2.08306 -3.24226 1.05 0.71 2.58 0.08
C 5.82271 -3.18046 1.87915 1.01 -0.66 0.45 0.00
C -5.15558 1.93491 -5.48336 -0.66 1.07 -0.45 0.00
C -1.55938 -2.15948 5.50573 -1.29 -0.05 -0.39 0.00
C 2.37006 -3.31123 -5.18078 -1.39 -0.12 -2.63 0.11
C 1.17545 2.55877 -4.59846 -1.22 1.71 -0.84 0.00
C 0.86919 0.43543 0.36240 0.82 1.63 1.47 0.00
C -4.39161 1.98262 1.53823 -0.87 0.43 0.16 0.00
C -3.74893 -0.75590 5.95755 -0.44 -1.14 0.60 0.00
C 1.38013 1.97389 4.20605 -0.55 0.02 0.21 0.00
C 3.10504 1.04651 -0.37053 -0.42 -0.67 0.97 0.00
C -4.28416 -3.54112 -0.23977 0.80 -0.44 0.22 0.00
C -2.89277 -1.52918 4.96645 1.34 2.65 -0.62 0.00
C 3.08077 -3.36903 -3.92995 0.30 -0.67 0.59 0.00
C -2.17679 0.76130 -2.09523 0.72 0.13 1.26 0.00
C -3.44226 1.48224 -3.88597 2.00 1.94 -5.24 0.00
C 6.39054 4.42922 2.05937 -0.82 0.20 1.46 0.00
C -1.13489 -0.00323 1.46383 -1.05 -1.33 1.73 0.00
H -4.60443 1.10315 0.93050 0.00 0.28 0.03 0.00
H 1.95116 2.20673 3.30727 0.25 -0.43 0.38 0.00
H -1.24471 1.00204 -2.60647 -0.48 0.00 -0.73 0.00
H -4.71670 -1.25175 6.03268 -0.20 -0.03 -0.10 0.00
H -3.95550 0.25319 5.60094 0.31 -0.11 0.04 0.00
H -2.21350 -0.30084 -1.85314 -0.19 -0.08 -0.38 0.00
H -2.07507 1.26790 -1.13549 -0.37 0.11 -0.03 0.00
H 3.04752 0.56124 -1.34486 -0.83 0.16 -0.04 0.00
H 7.33773 4.68339 1.58362 -0.66 0.28 -0.44 0.00
H 3.72626 1.93270 -0.50035 -0.42 0.08 0.40 0.00
H 2.21622 -1.64053 -3.05307 -0.20 -0.04 -0.55 0.00
H 3.57081 0.30831 0.28231 0.36 0.21 0.00 0.00
H -6.01638 2.58744 -5.33734 -0.08 -0.07 0.68 0.00
H -0.72351 -2.04422 4.81570 -0.36 -0.20 -0.27 0.00
H 2.02340 -2.31735 -5.46385 0.37 0.22 0.55 0.00
H -3.35110 -0.77673 6.97214 0.14 0.27 -0.12 0.00
H -0.72276 -0.57692 2.29397 0.62 -0.24 -0.27 0.00
H 2.97986 -3.65997 -6.01423 0.16 -0.37 0.10 -0.01
H -1.24430 -1.73815 6.46035 -0.34 0.14 -0.03 0.00
H -5.57361 1.14659 -6.10938 0.69 -0.43 0.21 0.00
H -1.79649 -3.20898 5.68019 0.35 -0.22 -0.04 0.00
H -1.93659 0.48869 2.01464 0.11 0.59 -0.63 0.00
H -5.15138 -3.77182 0.37895 -0.03 0.43 -0.42 0.00
H 3.87008 -1.42543 -3.78893 -0.27 0.04 -0.49 -0.01
H 6.71617 -2.98464 1.28629 -0.66 0.29 -0.42 0.00
H 1.45785 -3.90768 -5.16572 0.11 -0.48 0.22 -0.01
H 3.64081 -2.20951 -2.25602 0.08 -0.11 0.05 0.00
H -1.58055 -0.72559 0.77995 0.45 0.52 -0.50 0.00
H 0.37547 2.90253 -3.94275 -0.13 0.09 -0.53 0.00
H -4.48398 2.59386 -6.03367 0.61 -0.61 0.16 0.00



(4)
61
Properties=species:S:1:pos:R:3:forces:R:3:nbo_charge:R:1 method="wB97M-V/def2-TZVPD" charge=-1 homo_lumo_gap_ev=5.2 de_lowest_ev=0.0000 e_homo_ev=-3.00
Zn -0.38950 0.28708 -1.37400 1.75 -1.30 0.21 1.58
Cl 0.96968 2.17548 -1.06374 -0.22 0.68 -0.42 -0.83
Cl -2.41341 -0.75917 -1.63069 -0.60 -0.24 -0.07 -0.86
O -1.62897 2.04135 0.90975 -1.63 0.41 -0.04 -0.62
O -0.61427 0.91300 -3.28991 1.32 1.64 -3.46 -0.61
O 2.04566 0.46496 2.15297 0.37 1.01 0.18 -0.67
N -0.84146 -1.01346 2.80338 0.22 -0.72 -1.74 0.15
N 2.59988 2.65419 2.49746 0.68 0.37 0.58 -0.44
N -1.07563 -0.76329 4.14333 -0.43 0.35 0.03 -0.63
N -0.54713 -0.07104 1.94430 -0.41 -1.69 -0.43 0.00
N -0.98766 -2.25090 2.28027 0.52 1.28 -0.27 -0.33
N -0.48119 -0.69435 0.74427 -0.31 0.37 2.22 -0.35
N -3.55596 1.97993 -0.34635 0.00 0.27 0.44 -0.44
C -1.98838 2.33975 -6.99513 0.28 -0.02 0.12 -0.23
C -0.19222 1.86235 -5.41404 -0.49 0.19 -0.94 -0.08
C -2.98878 2.62026 -1.51817 0.10 -0.20 -0.04 -0.44
C 2.55611 4.04958 2.08244 -0.12 -0.47 -0.07 -0.40
C 1.44562 -1.70090 -3.30505 0.31 -1.02 0.07 -0.68
C -0.72625 -1.99205 0.98491 -0.32 0.27 0.77 0.16
C 2.85430 -2.33565 -0.46158 0.20 0.14 -0.41 -0.67
C 3.56832 2.31727 3.51642 0.00 0.13 0.00 -0.42
C 1.93405 1.66015 1.87050 -0.63 -0.62 -0.56 0.52
C -1.07601 2.99001 -7.83857 0.27 -0.21 0.38 -0.20
C 1.88603 -1.24330 -0.86756 0.55 -0.39 0.68 -0.30
C -1.55382 1.77206 -5.79482 0.36 0.34 0.02 -0.17
C -2.82906 1.80663 0.79336 0.80 -0.01 -0.51 0.54
C 0.72090 2.50931 -6.27231 -0.47 -0.28 0.42 -0.20
C -4.82234 1.30264 -0.51840 0.06 -0.14 0.08 -0.41
C 1.24860 -1.03461 -2.01075 -1.48 1.74 1.03 -0.53
C 0.27692 3.06439 -7.47466 -0.20 0.01 -0.01 -0.23
C 0.23538 1.29925 -4.11749 -1.57 -0.70 1.97 0.42
H -2.90838 1.89590 -2.34011 0.06 0.14 0.17 0.22
H 4.59630 2.40215 3.13617 -0.10 -0.04 0.05 0.18
H 1.76080 4.17249 1.34042 0.16 0.02 0.12 0.24
H 3.38502 1.29084 3.83393 0.07 0.10 -0.02 0.24
H 3.29728 -2.78059 -1.35705 0.17 -0.22 0.18 0.18
H -3.45502 1.40477 1.62707 0.29 0.05 -0.26 0.10
H -0.97287 -1.63079 4.65761 0.33 0.22 -0.14 0.38
H -1.99345 2.99710 -1.26880 -0.11 -0.06 -0.07 0.26
H 1.29049 2.04065 1.04254 0.22 -0.42 0.72 0.19
H -2.26214 1.29672 -5.11064 0.33 0.06 -0.23 0.25
H 1.67136 -0.57266 -0.02873 0.12 -0.33 -0.22 0.19
H -0.47933 0.00309 4.44638 0.09 -0.42 -0.08 0.39
H 2.36188 4.68259 2.96016 -0.04 -0.06 -0.22 0.18
H 2.34727 -3.12856 0.11041 0.10 0.13 -0.07 0.19
H -5.49627 1.92506 -1.12171 0.04 -0.08 0.23 0.18
H 1.31532 1.25350 -3.86801 -0.40 0.03 0.01 0.18
H -3.64287 3.44598 -1.83221 0.11 -0.07 0.06 0.17
H -1.41488 3.43968 -8.77460 0.11 -0.15 0.29 0.21
H -5.25405 1.12007 0.47236 -0.10 0.03 -0.21 0.19
H 2.14420 -2.54879 -3.19327 -0.06 -0.10 -0.48 0.16
H -0.74656 -2.75879 0.22460 0.02 0.23 0.03 0.23
H 1.76278 2.58811 -5.95051 -0.28 -0.02 -0.23 0.22
H -3.04423 2.28439 -7.27006 0.34 0.00 0.08 0.21
H 0.98366 3.57131 -8.13342 -0.18 -0.13 0.20 0.21
H 1.87112 -1.01800 -4.05280 -0.11 -0.07 -0.01 0.18
H 0.48196 -2.07211 -3.68059 0.22 0.01 -0.15 0.21
H 3.51696 4.35990 1.64033 -0.23 -0.08 0.06 0.18
H -4.66386 0.33542 -1.02115 -0.10 0.30 0.08 0.23
H 3.45892 3.00504 4.36163 0.04 -0.08 0.02 0.18
H 3.64786 -1.92418 0.17637 -0.05 -0.16 -0.12 0.20